The following is a DFT calculation (the ωB97M-V functional and the def2-TZVPD basis) of a structure of composition C80H164InN8O16 at a distorted geometry.

Geometry (Å):
In -0.705828 4.163093 4.092744
C -4.371246 1.892583 6.008290
C -4.581743 2.905259 4.895401
O -3.627683 3.547353 4.415454
O -5.766219 3.108923 4.512858
H -4.277349 0.836568 5.755100
H -5.246358 1.876504 6.657919
H -3.556192 2.284996 6.616396
C -1.374287 7.191664 0.187973
C -2.554967 6.609865 0.981579
O -3.698638 6.766336 0.632475
O -2.341660 5.863130 1.945755
H -0.904508 7.985663 0.768461
H -1.644926 7.522169 -0.814833
H -0.606312 6.458196 -0.057660
C -0.898177 0.532769 0.859524
C -1.037458 1.580581 1.857812
O -1.613216 2.581449 1.552770
O -0.384340 1.374661 2.930556
H 0.092496 0.078240 0.868607
H -1.156704 0.940472 -0.117730
H -1.692530 -0.181709 1.075466
C 1.173951 1.693755 8.082923
C 0.531118 2.450770 6.903283
O 1.384083 2.932064 6.102712
O -0.735697 2.648409 6.720322
H 1.973833 2.255124 8.565785
H 1.487809 0.727506 7.688006
H 0.269089 1.466007 8.646350
C -1.521950 2.575063 -5.439102
C -2.486536 2.340166 -6.612958
C -2.381681 3.472199 -7.654748
C -1.312693 3.369782 -8.786493
C -1.277098 1.981199 -9.435483
C -1.452597 0.766971 -8.459676
N -2.322015 1.072513 -7.307331
O -2.481613 -0.043888 -6.538086
C -2.057481 -0.413016 -9.268455
C 0.001529 0.487181 -7.992380
C -3.931670 2.399885 -6.044560
H -0.477828 2.680321 -5.733761
H -1.655189 1.887616 -4.603767
H -1.772336 3.511698 -4.940976
H -3.357308 3.599662 -8.123796
H -2.223640 4.401030 -7.106645
H -0.279354 3.518829 -8.473273
H -1.571287 4.142646 -9.510309
H -0.337743 1.789322 -9.954041
H -2.031757 2.091276 -10.214245
H -2.318136 -1.244268 -8.613338
H -2.992218 0.030118 -9.611966
H -1.400517 -0.728890 -10.078836
H 0.228486 1.159823 -7.165245
H 0.000895 -0.522422 -7.581526
H 0.809655 0.601079 -8.714904
H -3.840158 1.647342 -5.261359
H -4.842620 2.262911 -6.627239
H -4.037303 3.209909 -5.322899
H -3.382760 -0.310352 -6.734384
C -0.657221 -3.207845 2.583384
C -1.089027 -4.138930 3.733839
C -0.862430 -3.376069 5.070533
C -2.063616 -2.483833 5.595616
C -3.355353 -3.255785 5.532377
C -3.633075 -4.059494 4.239386
N -2.428070 -4.721969 3.794271
O -2.702031 -5.626451 2.747336
C -4.560109 -5.172171 4.590229
C -4.287020 -3.094964 3.255584
C -0.195547 -5.384442 3.843998
H -1.217326 -2.279497 2.471337
H -1.137431 -3.774433 1.785594
H 0.361437 -2.864121 2.403665
H -0.607303 -4.145559 5.799163
H 0.041697 -2.787154 4.916150
H -2.094085 -1.541129 5.049278
H -1.968163 -2.310425 6.667493
H -4.212603 -2.654872 5.835903
H -3.389136 -4.081082 6.243593
H -5.025881 -5.487928 3.656705
H -4.109976 -5.939603 5.219935
H -5.419967 -4.710378 5.075512
H -3.586826 -2.354705 2.868485
H -4.703033 -3.631172 2.402639
H -5.074217 -2.469790 3.676986
H 0.843165 -5.129239 4.053901
H -0.065948 -6.157930 3.087013
H -0.402389 -5.977912 4.734570
H -2.668545 -6.443159 3.250792
C 8.543764 -1.644328 -1.355755
C 7.769888 -0.737333 -2.402937
C 6.253112 -0.914545 -2.327890
C 5.502672 -0.164955 -1.226514
C 5.986043 1.304061 -0.988965
C 7.601028 1.653534 -1.066446
N 8.212050 0.758914 -2.155393
O 9.534114 0.973315 -2.391212
C 7.620967 3.122548 -1.643151
C 8.357710 1.526282 0.295695
C 8.374747 -1.282609 -3.765225
H 8.741664 -1.024546 -0.481220
H 9.579577 -1.794042 -1.660345
H 8.008110 -2.552263 -1.078564
H 5.862629 -0.695307 -3.321649
H 6.112791 -1.936601 -1.976019
H 5.741575 -0.688453 -0.300784
H 4.418802 -0.142203 -1.339669
H 5.663502 1.445195 0.042614
H 5.366153 2.029054 -1.516433
H 7.166541 3.233884 -2.627629
H 6.943647 3.773301 -1.090095
H 8.618131 3.557917 -1.578294
H 7.968918 0.678679 0.860060
H 9.390042 1.259701 0.069145
H 8.368724 2.448937 0.875958
H 9.463754 -1.295283 -3.720582
H 8.151740 -0.534883 -4.526334
H 8.033716 -2.219689 -4.205304
H 9.515459 1.304584 -3.292056
C -6.477284 1.353266 1.675735
C -5.752386 1.354992 0.274431
C -6.915059 1.274073 -0.741263
C -6.545518 1.349263 -2.286494
C -5.868578 2.723886 -2.452011
C -4.770718 3.026191 -1.505413
N -5.115037 2.674360 -0.147205
O -4.235347 3.066787 0.785805
C -3.372036 2.406331 -1.995547
C -4.664961 4.486118 -1.583441
C -4.811551 0.115800 0.102012
H -5.673629 1.542036 2.387490
H -7.239916 0.592237 1.841081
H -7.027840 2.290229 1.759929
H -7.496426 0.377177 -0.527482
H -7.650206 2.035997 -0.482202
H -7.494575 1.309980 -2.821149
H -6.024508 0.441653 -2.591268
H -6.737134 3.379751 -2.511570
H -5.522583 2.788445 -3.483620
H -2.623343 3.056710 -1.543252
H -3.092828 1.439624 -1.576481
H -3.393530 2.392853 -3.085257
H -5.449285 4.993573 -1.021811
H -3.764978 4.796575 -1.052635
H -4.907310 5.044360 -2.487731
H -4.718675 -0.137460 -0.954088
H -5.447676 -0.679094 0.491368
H -3.950288 0.172280 0.767685
H -3.440628 2.535344 0.698755
C -6.482681 -6.516728 0.643990
C -6.375740 -5.818913 -0.685102
C -7.685031 -4.838495 -0.686294
C -7.553233 -3.720933 -1.649261
C -6.216112 -2.979674 -1.377277
C -4.893531 -3.808962 -1.379926
N -5.071575 -5.054510 -0.599227
O -4.032353 -6.020442 -0.710398
C -4.668096 -3.931781 -2.904424
C -3.648914 -3.077971 -0.783220
C -6.527835 -6.779768 -1.834060
H -5.482100 -6.871671 0.890875
H -7.225586 -7.314322 0.637231
H -6.710322 -5.983132 1.566793
H -8.557783 -5.333999 -1.111598
H -7.942313 -4.454276 0.300766
H -8.418806 -3.059444 -1.613009
H -7.626727 -4.149789 -2.648651
H -6.173673 -2.415155 -0.445809
H -6.381560 -2.293460 -2.207838
H -3.779619 -4.504052 -3.171260
H -5.424155 -4.506392 -3.439492
H -4.605664 -2.963334 -3.400721
H -3.574580 -2.104367 -1.267637
H -3.836446 -2.829055 0.261272
H -2.768066 -3.707234 -0.910653
H -6.558028 -6.248393 -2.785278
H -7.461723 -7.340951 -1.866191
H -5.777647 -7.566020 -1.918424
H -3.621428 -5.718428 0.102941
C 2.615351 -0.835137 5.031974
C 4.061804 -0.692383 4.564578
C 4.352473 0.827120 4.649200
C 5.678569 1.443727 4.337624
C 6.639924 0.668502 5.196007
C 6.465399 -0.919502 5.330930
N 5.022487 -1.253733 5.492710
O 4.824820 -2.663669 5.552338
C 7.175922 -1.474709 4.048333
C 7.293827 -1.248853 6.711143
C 4.121576 -1.034376 3.069064
H 1.973586 -0.317753 4.318844
H 2.390715 -0.350132 5.981928
H 2.455335 -1.897238 5.217495
H 3.756836 1.434463 3.967686
H 4.004810 1.111459 5.642368
H 5.725327 2.492943 4.629315
H 5.960249 1.451392 3.284673
H 6.439468 0.964013 6.225859
H 7.663416 0.945038 4.942846
H 8.238896 -1.277808 4.187679
H 7.151721 -2.559532 4.151623
H 6.970780 -1.129577 3.034975
H 8.256288 -0.742224 6.639856
H 6.693856 -0.830467 7.519279
H 7.547739 -2.304809 6.803759
H 4.979751 -0.621107 2.539117
H 3.224877 -0.744471 2.521352
H 4.239173 -2.117143 3.112535
H 4.057437 -2.722308 6.126171
C 2.374459 5.968895 4.403651
C 3.104386 5.813257 3.059826
C 4.408142 5.140805 3.515472
C 5.151740 4.566944 2.270465
C 4.228640 3.581253 1.511048
C 2.826967 4.218132 1.191461
N 2.235382 5.012155 2.225793
O 1.007085 5.514209 1.965268
C 2.950427 5.052669 -0.141644
C 1.971984 2.984916 0.786654
C 3.393524 7.184122 2.555301
H 2.101928 5.053269 4.928478
H 1.401425 6.456445 4.343551
H 2.951426 6.622773 5.057604
H 5.037193 5.855818 4.045711
H 4.127717 4.278360 4.120165
H 6.067461 4.034152 2.526763
H 5.322202 5.360906 1.543373
H 4.076965 2.641751 2.042503
H 4.826201 3.373602 0.623417
H 3.606762 5.922820 -0.129076
H 3.385616 4.415941 -0.911900
H 1.989278 5.371875 -0.544631
H 2.225949 2.359690 -0.069324
H 1.812593 2.313202 1.630165
H 1.010513 3.387135 0.467473
H 4.303638 7.634690 2.951266
H 2.477322 7.714337 2.815220
H 3.467363 7.296906 1.473671
H 1.149634 6.137871 1.249504
C -0.160068 -5.289637 -2.361144
C 0.531620 -4.226704 -3.219697
C -0.582113 -3.771904 -4.223157
C -0.087838 -2.649968 -5.204743
C 0.345919 -1.409398 -4.405722
C 1.285351 -1.760512 -3.200735
N 0.834111 -2.978475 -2.439843
O 1.745226 -3.191107 -1.422936
C 2.854215 -1.786523 -3.582694
C 1.034508 -0.560099 -2.238131
C 1.791564 -4.905765 -3.919792
H -0.867860 -4.974056 -1.594636
H 0.569594 -5.939741 -1.878368
H -0.792654 -5.947944 -2.956607
H -0.844624 -4.619279 -4.856518
H -1.454470 -3.451792 -3.653388
H -0.801438 -2.333671 -5.965551
H 0.796646 -2.981790 -5.748515
H -0.592698 -1.109164 -3.939931
H 0.448319 -0.462389 -4.935624
H 3.260968 -0.795897 -3.785992
H 3.409088 -2.099235 -2.698140
H 3.189003 -2.373582 -4.437895
H 1.748821 -0.540747 -1.415033
H 0.887539 0.321975 -2.861385
H 0.081182 -0.778631 -1.756987
H 1.897241 -4.435122 -4.897248
H 1.816377 -5.955266 -4.213115
H 2.785271 -4.831935 -3.477986
H 1.127061 -3.332881 -0.702265

Forces on the atoms, in the same order (eV/Å):
In -1.1 -2.3 -0.4
C -0.1 0.5 0.8
C -2.2 -1.3 0.6
O 1.4 1.1 -0.8
O 1.3 0.1 0.0
H 0.6 0.2 -0.6
H -0.3 0.4 -0.1
H 0.4 -0.6 0.0
C 0.1 -0.1 -0.2
C 1.9 0.1 -1.6
O -2.2 0.9 -1.0
O 1.0 -1.5 2.8
H 0.0 0.2 -0.1
H -0.5 0.5 0.3
H 0.0 -0.4 0.6
C -0.6 -1.6 -1.7
C 3.1 -1.0 2.5
O -2.2 3.7 -0.5
O -0.2 0.7 0.6
H -0.2 -0.1 0.0
H 0.3 -0.1 -0.1
H 0.2 -0.5 0.0
C -2.3 -0.4 -0.7
C -0.8 2.0 -2.2
O -0.1 0.1 -0.3
O 2.1 -0.7 0.9
H -0.3 -0.1 -0.1
H 0.4 0.2 0.0
H 0.5 0.0 1.0
C -0.2 0.5 0.4
C -0.4 0.6 -0.8
C 0.7 0.2 -0.5
C 0.3 -0.7 1.0
C -1.2 0.3 -0.1
C 1.3 1.1 -0.6
N -0.2 0.9 -2.5
O -0.1 -1.0 1.3
C -0.2 1.1 1.0
C -0.5 -0.6 1.0
C 1.2 -0.6 2.1
H 0.0 -0.3 -0.1
H 0.3 -0.6 -0.4
H -0.1 0.4 -0.3
H -0.1 -0.2 -0.2
H 0.1 0.1 0.1
H -0.1 0.7 0.6
H 0.3 -0.1 -0.1
H -0.1 0.3 -0.1
H -0.4 -0.9 -0.1
H 0.3 -0.1 -0.1
H -0.1 -0.4 -0.6
H -0.1 0.1 0.0
H 0.1 0.0 0.0
H 0.4 -0.1 0.1
H -0.3 -0.2 -0.3
H -0.8 -0.9 -0.2
H 0.5 0.0 -0.4
H -0.1 0.9 -0.7
H -0.2 -0.3 0.3
C -2.4 -0.4 -1.3
C 0.9 0.1 1.6
C -0.7 0.2 0.4
C 0.9 -1.2 -0.4
C -0.1 -1.5 -0.2
C 0.1 1.8 0.2
N 0.5 1.1 0.2
O 0.2 0.1 -0.2
C -2.0 0.6 -0.4
C 0.0 0.2 -1.0
C 1.8 -0.6 0.6
H -0.3 0.2 0.9
H 0.9 0.0 -1.2
H 0.3 -1.0 0.4
H -0.2 0.2 0.4
H -0.1 0.2 0.2
H -0.1 0.0 0.1
H 0.7 0.5 -0.1
H -0.1 0.2 -0.5
H 0.7 0.2 0.8
H 0.3 -0.9 0.1
H -0.1 -0.1 -0.2
H 0.0 -0.1 0.6
H 0.3 -0.1 0.0
H 0.0 0.0 -0.2
H -0.2 -0.4 0.3
H 0.2 0.6 -0.2
H -0.7 0.5 -0.8
H -0.7 0.2 0.2
H -0.1 -0.5 -0.4
C -0.2 1.6 0.5
C 2.6 -0.3 1.3
C 0.0 0.2 0.3
C 1.8 1.4 0.2
C 1.0 -0.7 0.8
C -1.5 -0.4 -1.7
N -4.3 -1.4 -0.3
O 1.5 0.1 0.1
C -0.1 -0.4 0.9
C -0.2 -0.4 -1.1
C -0.4 2.2 -0.2
H -0.6 -0.2 0.5
H -0.2 -0.6 -0.4
H 0.2 -0.1 -0.1
H -0.3 -0.3 0.0
H -0.2 -0.4 -1.1
H -0.2 -0.2 0.2
H 0.1 -0.3 -0.2
H 0.4 0.4 0.3
H 0.4 0.0 -0.6
H 0.5 -0.6 -0.3
H 0.1 -0.1 0.8
H 0.0 0.0 -0.3
H -0.2 0.2 0.2
H 0.1 0.2 0.0
H -0.3 -0.1 0.0
H -0.1 -0.2 0.2
H -0.2 0.1 -0.3
H -0.4 -0.2 0.8
H 0.4 0.2 -0.1
C 1.6 2.3 -1.0
C -1.0 0.4 -2.4
C -0.3 -1.1 -0.9
C -0.6 0.2 2.3
C -1.8 -2.6 -2.2
C 0.8 -1.3 -0.5
N -2.8 -1.8 1.1
O 1.1 1.1 1.0
C -0.9 0.5 1.0
C 0.2 3.0 1.5
C -2.0 0.5 0.8
H -0.4 -0.8 0.7
H 0.8 -0.5 -0.1
H -0.1 0.2 -0.2
H 0.2 -0.6 -0.2
H 0.3 0.5 -0.2
H 0.0 0.2 -0.2
H 0.6 0.2 0.0
H 0.3 0.7 0.9
H 0.5 0.1 -0.1
H 0.3 0.2 -0.6
H -0.6 -0.4 -0.3
H 0.5 0.1 0.1
H -0.2 -0.6 0.8
H 0.1 0.5 -0.5
H 1.1 -0.7 -0.9
H 0.9 0.3 0.2
H 0.2 -0.4 0.2
H 0.4 0.0 -0.6
H 0.9 -0.1 0.3
C 0.7 -1.3 1.1
C -1.9 2.0 1.3
C 0.6 -0.8 -0.6
C 1.2 0.0 0.7
C -0.8 0.3 0.3
C 0.0 0.1 -1.9
N -2.9 0.4 -0.6
O 0.2 1.1 -0.1
C 0.8 -1.4 -0.6
C -1.7 0.2 -0.2
C 0.1 -0.5 -1.3
H -0.1 -0.9 -0.1
H 0.2 -0.3 -0.2
H -0.3 1.0 -0.5
H 0.0 -1.1 0.7
H 0.3 -0.2 0.1
H 0.2 0.4 0.3
H 0.6 0.2 -0.3
H -0.9 0.1 0.1
H 1.7 0.7 0.1
H 0.5 0.1 0.2
H -0.5 0.2 0.3
H 0.1 0.1 0.3
H 0.5 -0.1 -0.3
H 0.1 -0.3 0.2
H 0.1 0.3 0.0
H 0.3 0.1 -0.1
H -0.3 0.2 0.7
H 0.4 0.3 0.2
H 1.0 -0.8 0.3
C 0.5 -0.3 0.6
C 0.4 3.8 -1.1
C -1.8 1.7 -0.3
C 1.0 -1.3 0.6
C 0.0 -0.7 1.3
C 1.0 1.5 -0.7
N 0.5 0.2 0.2
O 0.6 -0.3 -0.2
C 0.8 -1.3 1.7
C -0.9 0.1 -2.5
C 0.6 -1.4 0.5
H -0.3 -0.7 -0.1
H 0.5 0.2 0.2
H -0.8 -0.1 -0.6
H -1.3 -0.7 0.0
H 0.3 0.4 0.2
H -0.3 0.1 0.1
H -0.2 -0.4 -0.3
H 0.2 0.6 0.1
H 0.3 -0.5 0.2
H 0.2 0.3 0.1
H -0.3 -0.3 -0.7
H -0.7 0.1 0.4
H -0.1 0.3 0.0
H 0.2 -0.3 0.1
H -0.5 -0.1 0.2
H 0.0 0.1 0.2
H -0.1 -0.1 0.3
H -0.2 -0.3 -0.9
H 0.1 -0.2 0.3
C -0.9 0.7 0.6
C -0.3 -0.3 2.4
C 0.3 -1.7 -2.2
C -1.3 -0.3 0.4
C 0.2 1.6 1.1
C 1.0 -1.2 -3.4
N 2.5 -2.9 1.7
O -0.7 0.5 -0.3
C 0.5 -0.3 -0.2
C -1.4 0.7 0.5
C -0.7 1.3 -1.1
H 0.8 -0.4 -0.1
H -0.1 0.5 -0.6
H 0.1 -0.1 0.2
H -0.3 -0.1 0.2
H 0.2 0.1 0.4
H 0.2 0.3 0.0
H 0.6 0.2 0.2
H 0.0 0.0 0.2
H -0.8 -0.2 -0.4
H 0.0 0.1 0.4
H -0.1 -0.2 0.0
H -0.2 0.0 0.2
H 1.0 0.3 0.0
H -0.1 0.1 0.2
H -0.5 -0.2 0.3
H -0.3 0.1 0.4
H 0.4 0.9 0.0
H 0.1 -0.4 -0.1
H -0.6 0.6 -0.5
C 0.2 -0.6 0.7
C 0.0 -0.1 -0.3
C 1.5 0.6 -1.4
C 0.8 0.4 0.6
C -1.7 -1.5 1.3
C 1.2 1.3 -0.5
N -1.1 0.1 -2.7
O 0.5 -0.6 0.8
C -0.8 0.2 0.6
C -0.2 -1.3 -0.1
C 0.0 0.8 -1.1
H 0.2 0.7 0.1
H 0.1 0.0 0.2
H 0.3 0.0 -0.5
H -0.2 -0.2 0.2
H 0.0 0.1 0.0
H -0.4 -0.3 0.1
H 0.0 -0.4 -0.2
H -0.4 -0.2 0.6
H 1.4 -0.3 -0.4
H -0.5 0.4 0.0
H -0.1 -0.3 0.0
H -0.5 -0.4 0.0
H 0.3 0.6 -0.3
H 0.6 0.3 0.5
H -0.2 0.1 0.0
H 0.2 0.3 0.0
H -1.2 -0.4 0.5
H -0.3 0.7 0.8
H 0.3 0.0 0.6

Summary:
Charge: -1
Orbital gap: 0.1028 hartree

Atom charges from the Mulliken analysis, given in e for atoms 1 to 99: atom 1 (In): 1.357, atom 2 (C): -0.862, atom 3 (C): 0.748, atom 4 (O): -0.441, atom 5 (O): -0.593, atom 6 (H): 0.028, atom 7 (H): 0.400, atom 8 (H): 0.236, atom 9 (C): -0.910, atom 10 (C): 0.706, atom 11 (O): -0.606, atom 12 (O): -0.304, atom 13 (H): 0.407, atom 14 (H): 0.374, atom 15 (H): -0.054, atom 16 (C): 0.369, atom 17 (C): 0.785, atom 18 (O): -0.698, atom 19 (O): -0.931, atom 20 (H): 0.438, atom 21 (H): -0.108, atom 22 (H): -0.460, atom 23 (C): -1.070, atom 24 (C): 0.673, atom 25 (O): -0.540, atom 26 (O): -0.629, atom 27 (H): 0.249, atom 28 (H): 0.215, atom 29 (H): 0.385, atom 30 (C): -1.780, atom 31 (C): 1.982, atom 32 (C): -1.359, atom 33 (C): -0.790, atom 34 (C): -1.194, atom 35 (C): 1.519, atom 36 (N): 0.165, atom 37 (O): -0.193, atom 38 (C): -1.766, atom 39 (C): -1.481, atom 40 (C): -2.380, atom 41 (H): 0.425, atom 42 (H): 0.229, atom 43 (H): 0.540, atom 44 (H): 0.460, atom 45 (H): 0.439, atom 46 (H): 0.328, atom 47 (H): 0.446, atom 48 (H): 0.371, atom 49 (H): 0.350, atom 50 (H): 0.325, atom 51 (H): 0.456, atom 52 (H): 0.370, atom 53 (H): 0.357, atom 54 (H): 0.175, atom 55 (H): 0.395, atom 56 (H): 0.505, atom 57 (H): 0.414, atom 58 (H): 0.583, atom 59 (H): 0.252, atom 60 (C): -1.920, atom 61 (C): 1.947, atom 62 (C): -1.175, atom 63 (C): -0.487, atom 64 (C): -1.592, atom 65 (C): 1.904, atom 66 (N): 0.489, atom 67 (O): -0.277, atom 68 (C): -2.002, atom 69 (C): -1.294, atom 70 (C): -2.004, atom 71 (H): 0.301, atom 72 (H): 0.312, atom 73 (H): 0.374, atom 74 (H): 0.638, atom 75 (H): -0.046, atom 76 (H): 0.183, atom 77 (H): 0.518, atom 78 (H): 0.337, atom 79 (H): 0.483, atom 80 (H): 0.264, atom 81 (H): 0.512, atom 82 (H): 0.447, atom 83 (H): 0.199, atom 84 (H): -0.054, atom 85 (H): 0.421, atom 86 (H): 0.362, atom 87 (H): 0.306, atom 88 (H): 0.547, atom 89 (H): 0.293, atom 90 (C): -1.512, atom 91 (C): 1.612, atom 92 (C): -1.306, atom 93 (C): -0.084, atom 94 (C): 0.132, atom 95 (C): 1.721, atom 96 (N): 0.317, atom 97 (O): -0.497, atom 98 (C): -1.901, atom 99 (C): -1.575